1.
{"formula": "C6H3Cl2NO5", "method": "wB97M-V/def2-TZVPD", "elements": ["C", "O", "C", "O", "C", "O", "C", "N", "O", "O", "C", "Cl", "C", "Cl", "H", "H", "H"], "positions_angstrom": [[-2.557, 1.207, -0.006], [-2.752, -0.190, -0.315], [-1.661, -1.147, -0.255], [-2.044, -2.322, -0.414], [-0.339, -0.823, 0.005], [0.208, 0.499, -0.004], [1.602, 0.312, -0.049], [2.470, 1.484, 0.314], [3.722, 1.267, 0.424], [1.975, 2.655, 0.302], [1.936, -0.985, -0.019], [3.577, -1.605, -0.057], [0.787, -1.751, -0.010], [0.803, -3.456, -0.126], [-2.370, 1.215, 1.018], [-3.515, 1.888, -0.243], [-1.840, 1.753, -0.565]], "nbo_charge": [-0.2300, -0.5852, 0.6022, -0.7441, -0.0214, -0.4682, 0.2457, 0.3613, -0.6441, -0.6362, -0.1621, -0.0315, -0.1505, -0.0192, 0.1691, 0.1240, 0.1901], "mol_weight_da": 240.00, "lumo_energy_ha": [0.2026, 0.2033], "orbital_gap_ev": [3.8, 3.7], "total_charge": -2, "max_force_ha_per_bohr": 0.1218}



2.
{"formula": "C6H16N3S", "method": "wB97M-V/def2-TZVPD", "elements": ["C", "C", "C", "C", "C", "C", "N", "N", "N", "S", "H", "H", "H", "H", "H", "H", "H", "H", "H", "H", "H", "H", "H", "H", "H", "H"], "positions_angstrom": [[-3.589, 2.337, 0.033], [-3.447, 1.035, 0.519], [-3.510, -0.082, -0.303], [-1.744, -2.596, -0.294], [3.895, -0.328, 0.288], [4.973, 1.655, -0.567], [-2.376, -2.986, 0.810], [4.446, 0.336, -0.870], [-3.779, -0.035, -1.618], [-0.593, -1.440, -0.481], [-3.633, 2.379, -1.045], [-3.662, 3.216, 0.745], [-3.421, 0.953, 1.692], [-3.431, -1.106, 0.163], [-2.181, -3.015, -1.354], [4.313, -1.352, 0.191], [4.022, 0.179, 1.309], [2.805, -0.434, 0.067], [5.277, 2.190, -1.437], [4.112, 2.308, -0.201], [5.896, 1.385, -0.001], [-1.823, -2.739, 1.646], [-2.848, -3.921, 0.832], [-3.566, 0.889, -2.081], [4.851, -0.161, -1.571], [-3.492, -0.796, -2.299]], "nbo_charge": [-0.1143, -0.3676, 0.2581, -0.1143, -0.4235, -0.4268, -0.7974, -0.6681, -0.6716, -0.0795, 0.1814, 0.2623, 0.2737, 0.2634, 0.2017, 0.1968, 0.2021, 0.1723, 0.1996, 0.1934, 0.1880, 0.4177, 0.4281, 0.4083, 0.3679, 0.4483], "mol_weight_da": 162.28, "lumo_energy_ha": -0.2139, "orbital_gap_ev": 3.8, "total_charge": 1, "max_force_ha_per_bohr": 0.1036, "de_lowest_kcal_mol": 106.2}



3.
{"formula": "C28H80ClN6O13", "method": "wB97M-V/def2-TZVPD", "elements": ["Cl", "O", "O", "O", "O", "O", "H", "H", "C", "C", "C", "O", "C", "N", "H", "H", "H", "H", "H", "H", "H", "H", "H", "H", "H", "C", "C", "C", "O", "C", "N", "H", "H", "H", "H", "H", "H", "H", "H", "H", "H", "H", "C", "C", "C", "O", "C", "N", "H", "H", "H", "H", "H", "H", "H", "H", "H", "H", "H", "C", "C", "C", "O", "C", "N", "H", "H", "H", "H", "H", "H", "H", "H", "H", "H", "H", "C", "C", "C", "O", "C", "N", "H", "H", "H", "H", "H", "H", "H", "H", "H", "H", "H", "C", "C", "C", "O", "C", "N", "H", "H", "H", "H", "H", "H", "H", "H", "H", "H", "H", "C", "C", "O", "H", "H", "H", "H", "H", "H", "C", "C", "O", "H", "H", "H", "H", "H", "H"], "positions_angstrom": [[0.916, -0.227, -0.186], [2.294, -0.424, -0.619], [0.820, -0.324, 1.211], [0.456, 1.044, -0.567], [0.229, -1.293, -0.781], [4.968, 0.445, -2.031], [5.275, -0.013, -2.814], [4.060, 0.160, -1.928], [0.210, 4.580, -1.882], [-0.423, 4.034, -3.170], [0.620, 3.354, -4.117], [-0.057, 2.752, -5.210], [0.907, 2.512, -6.239], [-1.403, 3.014, -2.842], [0.569, 3.884, -1.124], [-0.523, 5.264, -1.455], [1.107, 5.156, -2.112], [-0.784, 4.984, -3.566], [1.261, 2.693, -3.534], [1.176, 4.197, -4.529], [0.421, 2.238, -7.175], [1.613, 1.718, -5.996], [1.381, 3.444, -6.547], [-1.979, 3.405, -2.110], [-0.886, 2.391, -2.238], [4.363, 0.244, 3.085], [4.799, 0.731, 1.725], [4.102, 2.034, 1.268], [4.529, 2.248, -0.086], [3.783, 3.290, -0.622], [6.285, 0.840, 1.672], [3.281, 0.223, 3.212], [4.776, 0.805, 3.923], [4.777, -0.748, 3.268], [4.598, -0.035, 0.975], [4.252, 2.935, 1.864], [3.052, 1.740, 1.253], [3.800, 4.307, -0.230], [2.704, 3.140, -0.574], [4.017, 3.383, -1.683], [6.618, -0.059, 1.991], [6.589, 1.447, 2.420], [1.687, -1.386, -5.927], [1.500, -1.895, -4.550], [2.431, -3.061, -4.131], [2.373, -3.345, -2.720], [1.163, -3.920, -2.283], [1.612, -0.718, -3.714], [1.094, -0.487, -6.097], [1.349, -2.151, -6.626], [2.762, -1.320, -6.096], [0.452, -2.183, -4.465], [3.448, -2.741, -4.357], [2.220, -3.920, -4.768], [0.226, -3.460, -2.598], [1.085, -3.878, -1.197], [1.107, -4.955, -2.620], [1.641, -1.018, -2.750], [2.481, -0.257, -3.941], [-1.805, -0.603, 4.182], [-0.975, -0.016, 5.305], [0.484, -0.540, 5.304], [1.278, 0.088, 6.353], [2.510, -0.440, 6.705], [-1.086, 1.381, 5.125], [-1.322, -0.276, 3.261], [-2.860, -0.334, 4.222], [-1.853, -1.684, 4.311], [-1.461, -0.259, 6.250], [0.912, -0.336, 4.323], [0.519, -1.618, 5.461], [3.301, -0.303, 5.967], [2.401, -1.470, 7.044], [2.871, 0.197, 7.513], [-0.517, 1.801, 5.846], [-0.675, 1.658, 4.246], [-2.900, 0.961, 0.771], [-3.995, -0.067, 0.878], [-5.059, 0.235, 2.010], [-5.895, -0.889, 2.136], [-7.145, -0.570, 2.779], [-4.683, -0.096, -0.435], [-2.152, 0.726, 0.014], [-2.347, 0.981, 1.710], [-3.335, 1.948, 0.615], [-3.485, -1.029, 0.943], [-5.599, 1.169, 1.859], [-4.636, 0.376, 3.005], [-7.779, -1.432, 2.572], [-7.593, 0.333, 2.365], [-7.066, -0.307, 3.834], [-5.424, 0.588, -0.507], [-5.297, -0.897, -0.385], [-3.123, -3.138, -1.488], [-2.876, -2.403, -2.761], [-4.135, -2.400, -3.635], [-3.930, -1.615, -4.815], [-2.856, -2.007, -5.680], [-2.519, -1.052, -2.276], [-2.286, -2.921, -0.825], [-3.029, -4.206, -1.681], [-4.041, -2.869, -0.964], [-1.974, -2.736, -3.275], [-4.987, -2.003, -3.083], [-4.457, -3.422, -3.836], [-1.935, -1.463, -5.466], [-3.080, -1.748, -6.715], [-2.710, -3.087, -5.678], [-1.675, -1.109, -1.725], [-3.108, -0.850, -1.481], [0.067, -4.697, 3.648], [0.383, -3.622, 2.580], [-0.309, -3.961, 1.425], [0.659, -4.435, 4.525], [0.402, -5.720, 3.480], [-1.007, -4.723, 3.830], [1.461, -3.558, 2.427], [0.004, -2.643, 2.872], [-0.097, -3.349, 0.716], [0.567, 4.271, 4.087], [1.124, 3.167, 3.261], [0.006, 2.578, 2.634], [1.339, 4.666, 4.747], [-0.310, 3.962, 4.655], [0.188, 5.106, 3.498], [1.665, 2.424, 3.847], [1.754, 3.582, 2.474], [0.311, 1.889, 2.039]], "mulliken_charge": [0.3395, -0.4625, -0.2523, -0.1597, -0.1122, -0.6400, 0.2624, 0.3141, -1.2336, 0.3972, -0.6973, -0.3115, -0.7579, -0.6745, 0.0283, 0.4215, 0.4253, 0.3360, 0.2447, 0.4555, 0.3068, 0.2215, 0.3428, 0.3197, 0.1142, -1.3433, 1.0666, 0.1008, -0.3387, -0.7042, -0.7574, -0.0688, 0.3975, 0.4532, -0.1773, 0.5070, -0.5549, 0.4135, 0.0151, 0.3575, 0.2949, 0.3064, -1.9137, 1.3966, -0.8994, -0.2514, -0.0898, 0.1959, 0.2853, 0.5002, 0.4590, -0.5181, 0.2951, 0.3466, -0.1390, 0.0169, 0.4520, -0.2539, 0.1684, -0.6567, -0.0133, 0.2106, -0.3928, -0.5878, -0.5924, -0.2885, 0.1693, 0.4242, 0.4179, -0.3113, 0.4432, 0.0941, 0.3176, 0.2856, 0.4418, 0.1382, -0.8648, 1.0708, -1.0440, -0.2861, -0.8384, -0.6421, -0.1261, 0.0033, 0.3651, 0.1160, 0.4715, 0.4010, 0.2531, 0.3475, 0.2903, 0.2776, 0.2131, -1.6500, 1.3469, -0.9348, -0.3947, -0.6560, -0.5152, 0.2706, 0.4836, 0.2872, 0.0044, 0.2608, 0.3504, 0.1622, 0.3139, 0.3230, 0.1669, 0.0871, -1.4612, 0.7410, -0.5679, 0.3691, 0.4247, 0.3141, 0.2182, -0.2965, 0.1274, -1.5049, 0.3709, -0.6699, 0.3804, 0.3480, 0.3496, 0.0685, 0.2617, 0.2662], "mol_weight_da": 744.43, "lumo_energy_ha": 0.0923, "orbital_gap_ev": 8.4, "total_charge": -1, "max_force_ha_per_bohr": 0.0735, "de_lowest_kcal_mol": 34.6}



4.
{"formula": "C30H25AuO4PS2Se2Si", "method": "wB97M-V/def2-TZVPD", "elements": ["Au", "Se", "P", "Se", "C", "C", "C", "C", "C", "C", "C", "C", "C", "C", "C", "C", "H", "H", "H", "H", "H", "H", "H", "H", "H", "H", "O", "S", "O", "O", "S", "O", "Si", "C", "C", "C", "C", "C", "C", "C", "C", "C", "C", "C", "C", "C", "C", "C", "C", "C", "C", "H", "H", "H", "H", "H", "H", "H", "H", "H", "H", "H", "H", "H", "H", "H"], "positions_angstrom": [[-0.085, -0.445, -0.338], [-1.817, 0.435, 3.945], [-0.681, -1.142, 3.168], [-1.195, -1.990, 1.131], [-0.794, -2.617, 4.239], [-0.480, -2.427, 5.585], [-0.533, -3.487, 6.474], [-0.921, -4.747, 6.031], [-1.247, -4.937, 4.698], [-1.177, -3.877, 3.802], [1.106, -0.836, 3.030], [2.044, -1.841, 3.242], [3.390, -1.574, 3.039], [3.798, -0.316, 2.617], [2.861, 0.686, 2.406], [1.516, 0.428, 2.619], [-0.207, -1.438, 5.932], [-0.280, -3.329, 7.514], [-0.970, -5.576, 6.725], [-1.552, -5.914, 4.346], [-1.415, -4.049, 2.761], [1.729, -2.831, 3.549], [4.120, -2.358, 3.198], [4.848, -0.119, 2.444], [3.165, 1.667, 2.065], [0.777, 1.194, 2.437], [0.665, 0.248, -2.200], [1.884, -0.697, -2.282], [2.957, -0.254, -1.439], [2.195, -1.046, -3.636], [0.897, -2.279, -1.296], [-0.807, 1.290, 0.439], [-1.244, 2.820, 0.511], [-0.016, 3.864, 1.504], [0.135, 3.697, 2.885], [1.073, 4.426, 3.604], [1.882, 5.348, 2.953], [1.747, 5.535, 1.585], [0.808, 4.800, 0.873], [-1.426, 3.703, -1.148], [-0.878, 3.242, -2.342], [-1.021, 3.965, -3.522], [-1.714, 5.166, -3.527], [-2.269, 5.644, -2.346], [-2.125, 4.916, -1.174], [-2.927, 2.934, 1.354], [-3.900, 1.996, 1.003], [-5.159, 2.014, 1.584], [-5.471, 2.977, 2.535], [-4.519, 3.919, 2.896], [-3.260, 3.895, 2.308], [-0.481, 2.974, 3.409], [1.174, 4.268, 4.671], [2.617, 5.916, 3.511], [2.375, 6.252, 1.070], [0.717, 4.956, -0.196], [-0.328, 2.315, -2.360], [-0.586, 3.582, -4.438], [-1.825, 5.728, -4.447], [-2.815, 6.579, -2.341], [-2.573, 5.297, -0.261], [-3.658, 1.223, 0.282], [-5.895, 1.269, 1.305], [-6.451, 2.988, 2.998], [-4.754, 4.670, 3.641], [-2.524, 4.632, 2.608]], "nbo_charge": [1.1577, -0.4678, 0.9712, -0.3096, -0.2911, -0.2150, -0.2052, -0.2094, -0.2161, -0.2228, -0.3274, -0.2135, -0.2180, -0.1920, -0.1920, -0.2270, 0.2353, 0.2098, 0.2078, 0.2110, 0.2283, 0.2171, 0.2079, 0.2098, 0.2229, 0.2580, -0.9943, 2.2247, -0.9514, -0.9387, -0.3721, -1.3187, 1.9509, -0.4250, -0.2231, -0.2334, -0.2077, -0.2325, -0.2144, -0.5116, -0.1316, -0.2397, -0.2247, -0.2179, -0.2032, -0.4064, -0.2083, -0.2072, -0.2241, -0.2298, -0.2230, 0.2325, 0.2062, 0.1998, 0.2034, 0.2180, 0.2268, 0.2074, 0.2003, 0.1999, 0.2103, 0.2168, 0.2020, 0.2001, 0.2005, 0.2095], "mol_weight_da": 927.61, "lumo_energy_ha": 0.0454, "orbital_gap_ev": 6.8, "total_charge": -1, "max_force_ha_per_bohr": 0.0188, "de_lowest_kcal_mol": 7.9}



Question: Which formula does entry 1 have?
Answer: C6H3Cl2NO5